#i
Here is CH2O2S in the gas phase from the Open Molecules 2025 dataset. Energies are from wB97M-V/def2-TZVPD.

Element x y z (Å)
O 0.99 -1.24 -0.17
C 0.41 -0.21 -0.09
O 1.00 1.05 -0.19
S -1.31 0.00 -0.19
H 0.26 1.67 0.32
H -1.34 -1.27 0.32

The structure (SMILES) is O=C(O)S. For the LUMO energy, the calculation gives 0.0099 Ha. Its total charge is 0. The HOMO energy comes out at -10.59 eV. The molar mass comes out at 78.09 g/mol. As for the orbital gap: 10.86 eV.

#ii
Here is CH2O2S in the gas phase from the Open Molecules 2025 dataset. Energies are from wB97M-V/def2-TZVPD.

Element x y z (Å)
O 1.08 0.82 0.75
C 0.12 0.21 0.27
O -1.10 0.52 0.53
S 0.19 -0.72 -1.12
H -1.85 0.16 0.09
H 1.57 -0.99 -0.52

The structure (SMILES) is O=C(O)S. For the LUMO energy, the calculation gives 0.0009 Ha. Its total charge is 0. The HOMO energy comes out at -10.21 eV. The molar mass comes out at 78.09 g/mol. As for the orbital gap: 10.23 eV.

#iii
Here is CH2O2S in the gas phase from the Open Molecules 2025 dataset. Energies are from wB97M-V/def2-TZVPD.

Element x y z (Å)
O -0.93 1.23 -0.03
C -0.39 0.19 -0.09
O -1.02 -0.96 0.01
S 1.37 -0.03 -0.04
H -0.48 -1.73 -0.06
H 1.46 1.30 0.21

The structure (SMILES) is O=C(O)S. For the LUMO energy, the calculation gives 0.0125 Ha. Its total charge is 0. The HOMO energy comes out at -10.43 eV. The molar mass comes out at 78.09 g/mol. As for the orbital gap: 10.77 eV.

#iv
Here is CH2O2S in the gas phase from the Open Molecules 2025 dataset. Energies are from wB97M-V/def2-TZVPD.

Element x y z (Å)
S 1.01 0.24 -0.49
C -0.60 0.13 0.19
O -1.32 -1.09 0.36
O -0.91 -0.21 1.46
H 1.48 -0.20 0.62
H -1.16 0.94 -0.29

The structure (SMILES) is SC1OO1. For the LUMO energy, the calculation gives 0.0289 Ha. Its total charge is 0. The HOMO energy comes out at -10.23 eV. The molar mass comes out at 78.09 g/mol. As for the orbital gap: 11.02 eV.

Energy above the most stable structure, in kcal/mol: #i 11.6; #ii 24.6; #iii 0.0; #iv 93.2

#i
Here is C4H6N2S in the gas phase from the Open Molecules 2025 dataset. Energies are from wB97M-V/def2-TZVPD.

Element x y z (Å)
S 3.12 -0.01 0.15
C 1.51 -0.01 -0.20
N 0.70 -1.10 -0.37
C -0.69 -0.75 -0.35
C -1.21 -0.01 0.85
C -0.67 0.76 -0.34
N 0.73 1.08 -0.35
H 1.04 -2.01 -0.07
H -1.36 -1.29 -1.02
H -0.64 -0.06 1.77
H -2.28 0.01 0.94
H -1.32 1.40 -0.94
H 1.06 2.00 -0.08

The structure (SMILES) is S=C1N[C@H]2C[C@H]2N1. For the LUMO energy, the calculation gives 0.0298 Ha. Its total charge is 0. The HOMO energy comes out at -8.25 eV. The molar mass comes out at 114.17 g/mol. As for the orbital gap: 9.06 eV.

#ii
Here is C4H6N2S in the gas phase from the Open Molecules 2025 dataset. Energies are from wB97M-V/def2-TZVPD.

Element x y z (Å)
S -3.17 0.03 0.05
C -1.48 0.15 0.07
C -0.55 1.35 -0.04
C 0.83 1.19 -0.03
C 1.31 -0.18 0.34
N 0.54 -1.21 -0.27
N -0.93 -1.11 0.06
H -1.05 2.35 -0.19
H 1.32 2.09 -0.63
H 1.84 -0.14 1.34
H 2.26 -0.32 -0.31
H 0.78 -2.23 -0.30
H -1.69 -1.96 -0.08

The structure (SMILES) is S=C1C=CCNN1. For the LUMO energy, the calculation gives -0.0070 Ha. Its total charge is 0. The HOMO energy comes out at -7.95 eV. The molar mass comes out at 114.17 g/mol. As for the orbital gap: 7.76 eV.

Energy above the most stable structure, in kcal/mol: #i 0.0; #ii 75.6